(1)
Molecular formula: C4H11N3O2
Method: DFT, the ωB97M-V functional and the def2-TZVPD basis

Last column: natural (NBO) charge in e.
Geometry (Å):
C -1.23314 -2.26146 -1.87847  0.811
H -1.09671 -0.27445 1.71547  0.204
O -0.02749 -1.39656 -1.75893  -0.763
H -1.88885 -1.75840 -3.61432  0.248
N 2.42989 1.74336 2.52124  -0.886
C 1.41696 2.06628 1.57049  0.609
H 0.50797 3.04551 0.13394  0.368
C -1.40820 -2.72084 -3.33796  -0.703
O -1.72130 -2.51798 -0.82110  -0.521
H 3.47472 1.73117 2.12440  0.422
H 0.15375 1.22605 3.07386  0.358
H 2.16474 1.74917 3.49252  0.405
H -0.54233 0.78806 0.27264  0.220
N 1.42257 2.69263 0.45037  -0.768
H -1.83852 1.58344 1.26620  0.188
C -0.86453 0.90405 1.32113  -0.433
H -1.96529 -3.51500 -3.50096  0.229
N 0.06536 1.68068 2.15207  -0.688
H -0.47790 -2.63384 -3.90269  0.235
H 0.60738 -1.37030 -2.33770  0.465

Results
Net charge: 0
DFT total energy, eV: -12888.8897
Frontier orbital gap, hartree: 0.3449
Structure (SMILES): [H]/N=C(/N)NC.CC(=O)O
ΔE to the lowest compared entry with this formula, charge and spin, kcal per mole: 90.9
LUMO energy, eV: 0.67

---

(2)
Molecular formula: C2H2N2OS
Method: DFT, the ωB97M-V functional and the def2-TZVPD basis

Last column: natural (NBO) charge in e.
Geometry (Å):
O -1.54269 -0.90037 -0.12687  -0.173
C -0.67737 0.97290 -0.04853  -0.072
N -0.20911 -1.16079 -0.22463  -0.092
N -1.86508 0.44942 -0.07881  -0.073
H 2.36242 -1.40087 0.79050  0.203
S 2.22040 0.03044 -0.17349  0.012
C 0.42535 -0.08918 0.05644  -0.042
H -0.71392 2.09843 -0.19460  0.236

Results
Net charge: 0
DFT total energy, eV: -17964.6855
Frontier orbital gap, hartree: 0.3436
ΔE to the lowest compared entry with this formula, charge and spin, kcal per mole: 98.9
LUMO energy, eV: -0.60

---

(3)
Molecular formula: CH20Na2O13
Method: DFT, the ωB97M-V functional and the def2-TZVPD basis

Last column: Löwdin spin population.
Geometry (Å):
H -3.74979 11.78338 -5.63373  0.001
O -3.50801 15.59381 -8.63388  0.008
H -3.45900 10.82491 -4.49853  0.001
H -3.44400 14.98121 -9.36658  0.002
O -4.11282 13.63674 -6.82015  0.009
H -6.08635 16.11136 -6.16950  0.001
O -1.41307 13.98704 -5.96621  0.001
H -3.10730 12.82676 -7.76856  0.000
O -6.41065 16.91337 -6.57918  0.010
H -7.23214 16.65436 -6.99667  0.005
H -7.26946 13.93369 -5.54444  0.001
O -7.58260 10.96021 -5.24268  0.008
Na -4.72422 10.95522 -7.74760  0.215
H -4.32413 15.52081 -4.95957  0.000
H -1.21301 13.12438 -5.60286  0.000
H -8.59273 13.35868 -6.00294  0.010
O -8.20886 13.95731 -5.36222  0.020
O -6.53883 16.14065 -3.21388  0.001
H -6.03119 16.00733 -2.41340  0.000
O -5.58380 14.32331 -5.39636  0.005
Na -7.35539 13.55168 -8.71724  0.589
O -3.71896 16.20170 -4.66563  0.001
C -5.21049 13.54962 -6.28966  0.015
H -6.05378 13.54727 -2.10189  0.000
H -2.35607 13.96603 -6.12910  0.000
H -3.20633 16.41952 -5.44409  0.000
H -6.09226 15.60880 -3.87263  0.000
H -6.99723 11.57971 -5.67834  0.001
O -5.98239 12.67319 -6.69297  0.079
O -5.29829 13.42307 -2.67638  0.001
O -3.65321 10.85194 -5.43543  0.004
H -7.10182 10.13252 -5.24637  0.001
H -3.75590 15.04926 -7.88672  0.000
H -2.17219 11.63768 -7.82818  0.001
O -2.73848 12.18342 -8.37381  0.009
H -5.63551 13.59177 -3.55618  0.001

Results
Net charge: -1
⟨S²⟩: 0.7504
DFT total energy, eV: -36816.4106
Frontier orbital gap (spin up / spin down), hartree: 0.1175 / 0.2934
2S+1: 2
LUMO energy (spin up / spin down), eV: 1.28 / 1.32

---

(4)
Molecular formula: C3H6O
Method: DFT, the ωB97M-V functional and the def2-TZVPD basis

Last column: natural (NBO) charge in e.
Geometry (Å):
H 1.47174 -0.63704 0.83107  0.465
C -0.79211 -0.45273 0.32566  -0.442
O 1.55333 -0.64056 -0.13664  -0.694
C -0.13941 1.03398 -0.05366  -0.505
H -0.92211 1.78115 -0.08191  0.236
H -1.77021 -0.68237 -0.13252  0.223
C 0.29099 -0.30348 -0.64366  0.086
H -0.67739 -1.02040 1.25486  0.208
H 0.77976 1.53027 0.31508  0.228
H 0.20540 -0.60882 -1.67828  0.193

Results
Net charge: 0
DFT total energy, eV: -5253.3110
Frontier orbital gap, hartree: 0.3974
Structure (SMILES): OC1CC1
ΔE to the lowest compared entry with this formula, charge and spin, kcal per mole: 55.0
LUMO energy, eV: 1.13

---

no.,maximum force (eV Å⁻¹)
1,9.6
2,4.7
3,5.2
4,1.6